The following is a quantum chemistry calculation of a 9-piece molecular cluster, C39H102N12O15 overall in a non-equilibrium geometry, from the Open Molecules 2025 dataset.

largest force on an atom: 6.71 eV/A
highest occupied orbital energy: -0.2916 Eh
SMILES string: COCCNCCOC.COCCNCCOC.COCCNCCOC.COCCNCCOC.COCCNCCOC.COCCNCCOC.NC(N)=O.NC(N)=O.NC(N)=O
ΔE to the lowest compared entry with this formula, charge and spin: 115.7 kcal/mol
E: -3332.4806 Eh
HOMO-LUMO gap: 8.37 eV

Each line ends with the Löwdin charge.
Cartesian coordinates (Å):
C (-6.223, -2.811, -2.772)  -0.10
O (-5.407, -3.108, -3.873)  -0.23
C (-5.865, -2.880, -5.181)  -0.17
C (-6.051, -1.294, -5.387)  -0.18
N (-4.956, -0.614, -4.750)  -0.08
C (-5.102, 0.755, -4.418)  -0.20
C (-3.918, 1.106, -3.520)  -0.22
O (-3.857, 0.435, -2.291)  -0.25
C (-3.208, 1.158, -1.192)  -0.03
H (-7.192, -3.287, -2.925)  0.09
H (-6.365, -1.741, -2.618)  0.08
H (-5.916, -3.260, -1.828)  0.09
H (-6.726, -3.526, -5.354)  0.11
H (-5.156, -3.229, -5.932)  0.11
H (-7.024, -1.080, -4.944)  0.10
H (-6.011, -1.007, -6.438)  0.12
H (-4.757, -1.061, -3.866)  0.07
H (-6.011, 0.887, -3.831)  0.12
H (-5.198, 1.369, -5.314)  0.13
H (-3.924, 2.170, -3.283)  0.12
H (-2.956, 0.910, -3.994)  0.11
H (-3.345, 0.658, -0.233)  0.06
H (-3.511, 2.204, -1.234)  0.09
H (-2.144, 1.180, -1.427)  0.08
C (-2.970, -1.999, 0.997)  -0.10
O (-2.476, -1.201, 2.056)  -0.21
C (-3.532, -0.450, 2.712)  -0.17
C (-3.121, 0.954, 3.231)  -0.17
N (-3.153, 1.926, 2.091)  -0.06
C (-2.634, 3.260, 2.405)  -0.18
C (-3.447, 4.014, 3.470)  -0.21
O (-3.019, 3.632, 4.764)  -0.22
C (-3.502, 4.485, 5.812)  -0.10
H (-3.611, -1.514, 0.260)  0.08
H (-3.528, -2.834, 1.420)  0.09
H (-2.161, -2.473, 0.442)  0.07
H (-3.895, -1.020, 3.567)  0.12
H (-4.386, -0.199, 2.083)  0.12
H (-2.187, 0.961, 3.792)  0.09
H (-3.817, 1.424, 3.926)  0.11
H (-2.595, 1.516, 1.355)  0.05
H (-2.775, 3.736, 1.434)  0.12
H (-1.566, 3.298, 2.616)  0.11
H (-4.527, 3.893, 3.389)  0.13
H (-3.168, 5.061, 3.346)  0.12
H (-3.279, 4.245, 6.852)  0.08
H (-4.590, 4.531, 5.827)  0.08
H (-3.115, 5.497, 5.692)  0.08
C (0.651, 1.974, -11.561)  -0.10
O (0.120, 1.484, -10.329)  -0.21
C (0.788, 1.946, -9.177)  -0.22
C (0.009, 1.358, -7.960)  -0.17
N (0.156, 2.196, -6.767)  -0.08
C (-0.525, 1.933, -5.492)  -0.20
C (-0.060, 2.894, -4.363)  -0.18
O (1.349, 3.051, -4.602)  -0.21
C (1.959, 3.623, -3.482)  -0.11
H (1.425, 1.286, -11.901)  0.08
H (0.884, 3.039, -11.550)  0.09
H (-0.108, 1.782, -12.319)  0.08
H (0.734, 3.034, -9.196)  0.11
H (1.858, 1.760, -9.260)  0.12
H (0.215, 0.314, -7.727)  0.11
H (-1.026, 1.419, -8.297)  0.11
H (1.049, 2.632, -6.584)  0.10
H (-0.392, 0.945, -5.052)  0.10
H (-1.586, 1.937, -5.741)  0.10
H (-0.209, 2.551, -3.339)  0.11
H (-0.561, 3.858, -4.455)  0.12
H (1.527, 4.622, -3.421)  0.09
H (3.045, 3.694, -3.541)  0.09
H (1.756, 3.118, -2.538)  0.05
C (-0.957, 1.892, 7.502)  -0.10
O (0.206, 1.284, 6.865)  -0.19
C (-0.066, 1.005, 5.464)  -0.17
C (1.286, 0.630, 4.725)  -0.21
N (2.088, -0.300, 5.439)  -0.06
C (3.308, 0.231, 6.086)  -0.19
C (4.150, -0.984, 6.461)  -0.21
O (5.546, -0.679, 6.533)  -0.20
C (6.218, -0.426, 5.290)  -0.09
H (-1.298, 2.813, 7.028)  0.05
H (-0.752, 2.288, 8.496)  0.08
H (-1.897, 1.344, 7.441)  0.09
H (-0.595, 1.853, 5.029)  0.10
H (-0.698, 0.120, 5.386)  0.10
H (1.812, 1.546, 4.458)  0.11
H (1.117, 0.249, 3.718)  0.08
H (1.593, -0.785, 6.173)  0.11
H (3.117, 0.858, 6.957)  0.12
H (3.884, 0.895, 5.441)  0.10
H (3.928, -1.747, 5.715)  0.11
H (3.926, -1.309, 7.477)  0.12
H (7.261, -0.231, 5.540)  0.09
H (5.830, 0.382, 4.670)  0.06
H (6.213, -1.335, 4.689)  0.08
C (6.236, 1.928, -1.762)  -0.14
O (6.465, 3.121, -1.133)  -0.21
C (6.121, 3.283, 0.237)  -0.17
C (4.593, 3.097, 0.518)  -0.17
N (4.024, 1.733, 0.757)  -0.05
C (4.384, 1.128, 2.051)  -0.19
C (3.926, -0.365, 2.116)  -0.17
O (4.846, -1.249, 1.391)  -0.21
C (4.351, -2.639, 1.364)  -0.07
H (6.920, 1.205, -1.316)  0.09
H (6.614, 1.949, -2.785)  0.09
H (5.193, 1.618, -1.708)  0.08
H (6.537, 4.192, 0.671)  0.12
H (6.660, 2.452, 0.690)  0.10
H (4.064, 3.382, -0.392)  0.11
H (4.221, 3.741, 1.314)  0.09
H (3.033, 1.575, 0.639)  0.06
H (3.962, 1.748, 2.842)  0.10
H (5.465, 1.127, 2.192)  0.11
H (2.901, -0.526, 1.783)  0.11
H (4.068, -0.641, 3.160)  0.09
H (4.911, -3.319, 0.723)  0.08
H (3.312, -2.596, 1.040)  0.06
H (4.442, -2.977, 2.396)  0.08
C (1.302, -10.035, -1.068)  -0.07
O (0.327, -9.037, -0.612)  -0.21
C (0.735, -8.266, 0.495)  -0.22
C (-0.216, -7.001, 0.437)  -0.19
N (0.385, -5.862, 1.130)  -0.08
C (-0.336, -4.605, 1.011)  -0.19
C (0.208, -3.549, 2.019)  -0.25
O (-0.220, -3.843, 3.270)  -0.16
C (0.261, -2.894, 4.204)  -0.09
H (2.265, -9.559, -1.250)  0.08
H (1.030, -10.503, -2.014)  0.08
H (1.348, -10.799, -0.292)  0.08
H (1.743, -7.870, 0.368)  0.11
H (0.625, -8.734, 1.473)  0.12
H (-1.163, -7.292, 0.891)  0.11
H (-0.361, -6.698, -0.600)  0.11
H (0.331, -6.145, 2.098)  0.11
H (-1.383, -4.847, 1.191)  0.11
H (-0.301, -4.279, -0.028)  0.09
H (-0.311, -2.620, 1.784)  0.09
H (1.271, -3.325, 1.925)  0.11
H (-0.131, -3.131, 5.193)  0.10
H (0.038, -1.845, 4.006)  0.06
H (1.349, -2.843, 4.248)  0.08
N (-2.241, -1.810, -2.664)  0.21
C (-1.023, -1.966, -2.182)  -0.81
N (-0.542, -3.126, -2.441)  0.19
O (-0.481, -1.133, -1.563)  0.06
H (-2.682, -0.913, -2.517)  0.06
H (-2.804, -2.575, -3.008)  0.11
H (-1.076, -3.732, -3.048)  0.12
H (0.453, -3.233, -2.307)  0.13
N (1.650, 4.499, 1.772)  0.17
C (1.292, 5.079, 0.660)  -0.72
N (1.556, 6.343, 0.750)  0.16
O (0.764, 4.479, -0.318)  -0.02
H (1.990, 5.120, 2.493)  0.11
H (1.365, 3.547, 1.953)  0.06
H (1.289, 7.006, 0.036)  0.12
H (1.930, 6.702, 1.616)  0.11
N (0.732, 1.477, -0.378)  0.20
C (0.497, 1.234, 0.856)  -0.77
N (-0.352, 0.265, 0.841)  0.19
O (0.880, 1.848, 1.828)  0.02
H (0.354, 0.893, -1.110)  0.09
H (1.328, 2.252, -0.633)  0.08
H (-0.743, 0.020, 1.740)  0.09
H (-0.578, -0.379, 0.097)  0.06

Forces on the atoms, in the same order (eV/Å):
-1.4 -0.3 -0.4
1.9 -0.8 0.6
-0.2 1.7 -0.3
-0.1 -1.6 0.1
0.7 -1.4 0.1
0.0 0.0 0.9
0.9 1.8 -0.3
-1.0 -0.7 1.8
0.4 0.0 -1.9
-0.5 0.2 -0.1
0.0 0.2 0.0
0.9 0.0 -0.3
-0.7 0.6 -0.1
0.6 -0.1 0.6
-0.3 0.5 0.0
-0.5 -0.3 -0.1
0.1 -0.5 -0.1
-0.4 0.4 0.2
0.4 0.3 0.1
-0.2 0.3 -0.3
0.0 0.0 -0.7
-0.5 0.0 -0.4
-0.4 -0.1 0.5
0.3 -0.1 0.2
-0.1 -1.0 0.2
-0.9 1.3 -0.2
0.2 0.9 1.1
0.1 0.6 -1.1
0.3 -1.1 1.1
-1.0 -0.4 -0.6
1.1 0.2 -0.1
0.1 -0.3 1.7
-0.5 0.5 -0.6
0.0 0.5 0.2
-0.3 -0.1 0.0
0.4 0.3 0.2
0.0 -0.3 0.0
0.0 -0.6 -0.6
0.4 -0.2 -0.3
-0.4 -0.9 0.2
0.3 0.2 -0.1
0.1 0.7 0.2
0.2 -0.1 0.4
-0.1 -0.1 -0.3
-0.3 0.4 -0.1
0.7 -1.0 -0.4
-0.3 0.1 -0.4
0.0 0.2 -0.3
-0.9 -1.3 0.1
-0.1 0.0 -0.6
-0.4 0.1 0.2
0.2 1.1 0.5
0.1 0.9 0.6
-0.1 -0.5 -0.4
0.5 0.2 -1.8
-0.3 -0.9 0.4
-0.1 1.1 0.4
0.9 0.5 0.2
0.3 -0.1 0.1
-0.4 0.4 0.1
-0.3 0.3 0.5
0.2 -0.7 0.4
0.3 -0.3 -0.4
-0.2 -0.1 0.1
0.1 -0.5 -0.4
0.5 -0.7 -0.3
-0.4 0.5 0.5
-0.3 -0.5 -0.1
0.0 0.3 0.0
0.3 0.4 0.6
-0.1 -0.1 -0.6
-0.3 -0.3 0.0
0.3 0.8 -0.8
-1.5 0.6 0.0
1.3 -0.5 0.2
-1.6 1.3 -0.1
1.6 0.0 0.8
-0.3 -0.3 0.0
0.9 0.9 0.0
0.2 0.4 -0.5
-0.1 -0.9 0.6
0.6 0.3 -0.9
0.4 -1.0 0.2
0.3 -1.0 0.4
0.2 0.1 -0.3
-0.4 -0.1 0.2
0.4 0.2 0.6
-0.8 -0.2 0.0
-0.4 0.0 -0.1
-0.3 0.0 0.3
-0.2 -0.3 -0.6
0.2 -0.3 0.0
-0.2 -0.3 -0.2
-0.1 0.2 0.1
-0.2 0.2 0.3
-0.1 -0.2 -0.2
0.5 -1.3 0.2
0.1 3.4 0.0
-0.7 -2.8 -0.1
-1.3 -0.6 -0.4
2.4 -0.7 0.4
-0.3 -0.7 -1.6
1.8 0.0 0.3
-0.7 -0.3 -0.6
0.1 2.0 0.9
-0.4 -0.8 0.4
-0.4 0.6 -0.2
0.1 -0.3 -0.1
-0.3 0.2 -0.6
0.0 -0.1 0.8
0.1 0.6 -0.1
0.4 0.5 0.2
0.0 0.9 -0.3
-0.3 -0.3 0.6
0.1 0.0 -0.1
-0.1 0.1 0.0
-0.7 -0.2 0.3
0.3 0.6 -0.1
-0.1 -0.3 0.0
-0.4 -0.5 0.1
-0.7 0.9 1.0
0.8 -1.4 -0.9
-1.0 2.1 -0.9
1.0 -0.3 0.1
0.6 -0.8 0.4
0.5 -0.4 0.5
-1.5 0.6 -2.9
0.1 -0.5 2.5
0.3 0.1 0.6
0.2 0.0 0.3
-0.6 0.3 0.2
0.4 -0.2 -0.1
0.3 -0.2 0.0
0.1 -0.5 0.0
-0.4 0.1 -0.2
-0.1 -0.4 -0.1
0.4 0.4 0.5
-0.5 0.7 0.4
0.3 0.3 0.0
0.2 0.5 -0.6
0.3 -0.5 0.0
0.0 -0.2 -0.1
-0.8 0.1 -0.6
0.3 -0.6 0.0
-2.5 0.7 -0.8
-3.3 -0.7 -1.6
2.5 -4.3 -0.8
3.2 4.3 2.9
-0.4 -0.1 0.1
0.1 0.3 -0.1
0.7 -0.1 0.1
-0.2 -0.4 -0.1
0.8 -1.6 2.5
-1.9 -3.1 -2.7
0.5 5.0 -1.0
0.9 1.2 1.2
-0.1 -0.9 0.2
0.1 -0.5 0.1
0.1 -0.3 0.1
-0.2 0.2 -0.6
3.2 2.7 -5.0
-0.7 0.2 -0.3
-3.7 -4.0 3.9
0.8 0.9 1.9
0.2 0.1 0.1
-0.3 0.1 0.0
0.0 -0.3 -0.1
0.4 0.3 -0.3